Computed, not measured: a molecular structure, C46H35Cl5F3NNaO3Sb2 at a distorted geometry, with ωB97M-V/def2-TZVPD.

Computed properties:
Orbital gap (eV): 4.97
E_HOMO (eV): -3.6
E_tot (a.u.): -5297.63677
Net charge: -1

Element x y z (Å)
Na  -1.55326  0.40811  -0.50512
Cl  -2.39802  3.58050  0.50916
C  -3.65595  2.27766  0.72910
C  -3.47350  0.90797  0.60199
C  -4.37864  -0.11561  0.38610
Cl  -3.98508  -1.72272  -0.36884
C  -5.68884  0.23606  0.73160
Cl  -6.88026  -1.02133  0.69391
C  -5.98961  1.57380  1.13617
Cl  -7.55031  1.95124  1.77036
C  -4.98825  2.57839  1.08880
Cl  -5.31283  4.18660  1.67199
C  1.29482  -2.24977  1.32831
C  1.19384  -1.92525  2.81782
C  -0.18435  -2.22661  3.36415
Sb  -1.74874  -0.91238  2.42388
C  -3.20300  -1.19878  3.96869
C  -4.09473  -0.15365  4.18478
C  -5.01861  -0.23808  5.25119
C  -4.98164  -1.30530  6.14543
C  -4.04737  -2.32369  5.94799
C  -3.21669  -2.31285  4.80541
C  -0.92172  0.87622  3.33389
C  -0.14936  1.76836  2.58636
C  0.43589  2.89036  3.19125
C  0.29584  3.12120  4.56811
C  -0.39505  2.17072  5.32843
C  -1.00376  1.06141  4.72294
Sb  1.85287  -0.51764  -0.08802
C  2.47646  0.64904  -1.90940
C  1.53909  0.66828  -3.07144
C  1.83220  1.63042  -4.19590
C  3.10475  2.45079  -4.08884
C  3.85752  2.36000  -2.96587
C  3.57966  1.42022  -1.89082
C  3.88745  -1.07843  0.27916
C  4.60564  -1.53135  -0.81107
C  5.93199  -1.96823  -0.62112
C  6.46032  -2.03122  0.68077
C  5.67547  -1.62881  1.76056
C  4.39460  -1.10850  1.55357
H  0.33328  -2.59418  0.90238
H  2.08067  -2.97709  1.12014
H  1.45266  -0.88347  3.06722
H  1.94359  -2.57217  3.32953
H  -0.28146  -2.06726  4.44847
H  -0.47956  -3.26602  3.11061
H  -4.08663  0.71515  3.53823
H  -5.78194  0.52550  5.35162
H  -5.66702  -1.34326  6.98843
H  -3.95734  -3.17567  6.62396
H  -2.60661  -3.18253  4.59079
H  -0.02066  1.60486  1.50303
H  0.97723  3.59092  2.54546
H  0.72770  3.99459  5.07551
H  -0.49807  2.29342  6.40826
H  -1.53562  0.34652  5.34600
H  1.29875  -0.31910  -3.43065
H  1.74065  1.12790  -5.14678
H  3.38313  3.09101  -4.92232
H  4.77135  2.93191  -2.83843
H  4.27131  1.40100  -1.04712
H  4.15940  -1.58184  -1.80519
H  6.51874  -2.25941  -1.48331
H  7.46477  -2.42372  0.81955
H  6.02215  -1.73938  2.78836
H  3.79868  -0.72423  2.38484
O  2.57365  -3.38835  -3.75698
C  1.24914  -3.53133  -4.10531
C  0.85425  -4.19329  -5.26783
C  -0.48821  -4.16472  -5.69577
C  -1.40192  -3.49809  -4.89307
C  -1.02204  -2.90049  -3.71124
C  0.28320  -2.91475  -3.24370
C  0.50943  -2.09454  -2.01099
O  1.70589  -2.11211  -1.54199
O  -0.43999  -1.48288  -1.45111
H  3.14766  -3.86821  -4.37614
H  1.58749  -4.73598  -5.85353
H  -0.85212  -4.68247  -6.57927
H  -2.45932  -3.45839  -5.15232
H  -1.75718  -2.37290  -3.12938
F  0.54803  6.00202  -4.19960
C  0.30956  4.72258  -4.64457
F  1.20670  4.52243  -5.68753
F  -0.90670  4.81171  -5.32699
C  0.41073  3.69922  -3.57462
C  0.42247  2.28105  -3.98112
C  0.12958  1.34310  -2.86338
N  -0.13080  1.88274  -1.51972
C  0.25921  3.09015  -1.28413
C  0.48419  4.10113  -2.27941
H  -0.15982  2.10520  -4.90309
H  -0.67214  0.60662  -3.05956
H  0.42818  3.39139  -0.24645
H  0.55290  5.12855  -1.97523

Atomic partial charges in e from the Mulliken method, atoms 1 to 8: number 1, Na, carries 0.876; number 2, Cl, carries -0.166; number 3, C, carries -0.389; number 4, C, carries -0.329; number 5, C, carries 0.315; number 6, Cl, carries -0.186; number 7, C, carries 0.376; number 8, Cl, carries -0.225